The following is a quantum chemistry calculation of a structure of composition C4H5NO3 in a non-equilibrium geometry, from the OMol25 dataset.

CARTESIAN COORDINATES (ANGSTROEM)
C 0.310469 -0.398916 -1.088755
C -0.892853 0.236862 -0.942484
C -0.915125 0.276425 0.541143
C 0.482104 0.275856 0.898287
H 1.183236 -2.007511 -2.404463
H -0.065496 -0.707142 -3.310499
H -1.948072 -0.212238 -1.539966
H -2.687305 0.726932 0.265493
H 1.503840 1.092539 2.365800
N 0.806863 -0.932883 -2.347707
O -1.993141 0.737768 1.170231
O 0.999247 0.336274 2.055301
O 1.301167 -0.412011 -0.149477

Force components x, y, z for each atom (eV/Å):
C 2.55 -1.74 -5.15
C -2.24 -3.70 0.79
C 4.60 1.79 -1.64
C -3.65 -0.81 -2.34
H -1.60 3.61 0.52
H 3.63 -1.27 4.30
H 3.46 1.49 1.52
H 2.47 0.36 4.43
H -0.09 0.40 -0.69
N -2.56 -1.26 -3.10
O -3.54 0.01 -3.22
O 1.56 -0.88 3.93
O -4.59 1.99 0.66

Output
HOMO energy = -7.20 eV
energy above the lowest of the compared OMol25 structures with the same formula, charge and spin = 143.4 kcal per mole
net charge = 0
2S+1 = 1
E = -435.691910 Eh
LUMO = 0.022 hartree